This record from OMol25 describes a structure of composition C3H5CaO3 in a non-equilibrium geometry. The level of theory is the ωB97M-V functional and the def2-TZVPD basis.

Properties
orbital gap: 10.8 eV
net charge: +3
energy above the lowest of the compared OMol25 structures with the same formula, charge and spin: 14.4 kcal per mole
2S+1: 1

Cartesian coordinates (Å):
O 0.128 2.383 0.278
C -0.126 3.629 0.327
C 0.110 4.392 1.520
H -0.694 4.022 -0.527
H 0.455 3.799 2.371
H -0.821 4.949 1.732
H 0.825 5.187 1.234
O -0.335 0.309 -0.176
C -0.822 1.348 -0.645
O -1.075 1.735 -1.748
Ca -1.446 1.252 -3.804
H 0.464 0.767 0.574